{"formula": "C32H66N2O14P4S2", "method": "wB97M-V/def2-TZVPD", "e_tot_ev": -124720.3577, "lumo_ev": -1.3, "largest_force_ev_per_a": 8.11, "charge": 0, "elements": ["C", "C", "P", "C", "C", "C", "C", "C", "C", "S", "C", "S", "N", "C", "C", "N", "C", "C", "C", "O", "O", "H", "H", "H", "H", "H", "H", "H", "H", "H", "H", "H", "H", "H", "H", "H", "H", "H", "H", "H", "H", "H", "O", "P", "O", "C", "C", "O", "C", "C", "O", "C", "C", "H", "H", "H", "H", "H", "H", "H", "H", "H", "H", "H", "H", "H", "H", "H", "O", "P", "O", "C", "C", "O", "C", "C", "O", "C", "C", "H", "H", "H", "H", "H", "H", "H", "H", "H", "H", "H", "H", "H", "H", "H", "O", "P", "O", "C", "C", "O", "C", "C", "O", "C", "C", "H", "H", "H", "H", "H", "H", "H", "H", "H", "H", "H", "H", "H", "H", "H"], "coordinates": [[-6.15, -4.93, 0.39], [-4.96, -4.95, 0.60], [-3.15, -4.72, 0.99], [-2.18, -3.78, -0.30], [-0.64, -3.72, -0.03], [-0.07, -2.45, -0.76], [-2.77, -6.43, 0.23], [-1.43, -7.02, 0.82], [-1.67, -8.20, 1.81], [-2.14, -7.71, 3.51], [-0.75, -6.72, 4.14], [0.76, -7.31, 4.18], [-1.03, -5.40, 4.57], [-0.59, -4.25, 3.95], [-1.12, -3.20, 4.68], [-1.84, -3.70, 5.75], [-1.76, -5.00, 5.65], [-3.61, -3.14, 1.95], [-4.42, -3.44, 3.24], [-4.81, -2.53, 3.92], [-4.74, -4.73, 3.64], [-7.13, -4.59, 0.08], [-2.55, -5.20, 2.21], [-2.59, -2.76, -0.42], [-2.32, -4.26, -1.28], [-0.42, -3.61, 1.04], [-0.18, -4.62, -0.48], [0.39, -2.71, -1.73], [-0.84, -1.69, -0.98], [0.69, -1.97, -0.13], [-2.78, -6.43, -0.87], [-3.56, -7.14, 0.57], [-0.90, -7.46, -0.06], [-0.77, -6.23, 1.24], [-2.49, -8.81, 1.39], [-0.76, -8.83, 1.81], [0.04, -4.28, 3.06], [-0.98, -2.16, 4.41], [-2.28, -5.61, 6.39], [-2.69, -2.61, 2.28], [-4.23, -2.46, 1.34], [-3.95, -5.23, 3.90], [4.92, -8.56, 5.34], [6.33, -8.03, 5.41], [6.54, -7.98, 7.05], [6.40, -9.19, 7.79], [7.64, -10.05, 7.70], [5.98, -6.45, 5.08], [4.83, -6.10, 4.30], [3.70, -5.66, 5.19], [7.92, -7.73, 5.10], [8.61, -6.62, 5.70], [9.57, -7.10, 6.77], [5.52, -9.75, 7.44], [6.21, -8.92, 8.83], [7.94, -10.22, 6.66], [7.48, -11.02, 8.18], [8.48, -9.57, 8.20], [4.53, -6.93, 3.66], [5.12, -5.28, 3.64], [3.52, -6.35, 6.01], [2.77, -5.55, 4.63], [3.93, -4.69, 5.65], [7.93, -5.88, 6.11], [9.18, -6.15, 4.90], [9.03, -7.33, 7.69], [10.30, -6.32, 7.00], [10.09, -8.00, 6.46], [-1.22, 1.34, -2.72], [-1.09, 2.75, -3.21], [-1.64, 3.57, -1.88], [-0.95, 3.37, -0.64], [0.32, 4.20, -0.56], [-2.44, 2.77, -4.16], [-2.94, 1.57, -4.75], [-4.11, 1.04, -3.94], [-0.56, 4.12, -3.96], [-1.40, 5.27, -4.11], [-0.98, 6.38, -3.17], [-0.73, 2.32, -0.49], [-1.64, 3.68, 0.16], [0.96, 4.02, -1.43], [0.88, 3.96, 0.34], [0.09, 5.27, -0.55], [-2.15, 0.83, -4.85], [-3.28, 1.82, -5.76], [-3.88, 0.99, -2.88], [-4.40, 0.04, -4.28], [-4.98, 1.69, -4.05], [-2.45, 5.05, -3.97], [-1.27, 5.61, -5.14], [-1.34, 6.20, -2.16], [-1.40, 7.34, -3.50], [0.11, 6.47, -3.12], [-1.75, 9.62, -5.71], [-1.28, 10.87, -6.40], [-1.67, 12.00, -5.26], [-1.10, 11.87, -3.96], [0.33, 12.39, -3.92], [-2.55, 11.03, -7.45], [-3.30, 9.88, -7.87], [-4.59, 9.76, -7.09], [-0.42, 11.93, -7.32], [-0.96, 13.20, -7.71], [-0.33, 14.33, -6.93], [-1.13, 10.83, -3.63], [-1.72, 12.45, -3.28], [0.94, 11.93, -4.70], [0.78, 12.19, -2.95], [0.35, 13.47, -4.09], [-2.70, 8.97, -7.80], [-3.52, 10.02, -8.93], [-4.42, 9.85, -6.01], [-5.08, 8.81, -7.29], [-5.27, 10.57, -7.36], [-2.04, 13.24, -7.62], [-0.72, 13.32, -8.77], [-0.77, 14.41, -5.93], [-0.51, 15.29, -7.43], [0.74, 14.19, -6.81]]}

{"formula": "C32H67BFO22", "method": "wB97M-V/def2-TZVPD", "e_tot_ev": -82709.1819, "lumo_ev": 1.8, "largest_force_ev_per_a": 2.71, "charge": -1, "elements": ["C", "O", "C", "B", "C", "C", "F", "H", "H", "H", "H", "H", "H", "H", "H", "H", "H", "H", "C", "C", "O", "C", "O", "O", "C", "H", "H", "H", "H", "H", "H", "H", "H", "C", "C", "O", "C", "O", "O", "C", "H", "H", "H", "H", "H", "H", "H", "H", "C", "C", "O", "C", "O", "O", "C", "H", "H", "H", "H", "H", "H", "H", "H", "C", "C", "O", "C", "O", "O", "C", "H", "H", "H", "H", "H", "H", "H", "H", "C", "C", "O", "C", "O", "O", "C", "H", "H", "H", "H", "H", "H", "H", "H", "C", "C", "O", "C", "O", "O", "C", "H", "H", "H", "H", "H", "H", "H", "H", "C", "C", "O", "C", "O", "O", "C", "H", "H", "H", "H", "H", "H", "H", "H"], "coordinates": [[6.40, -5.95, -2.18], [5.39, -5.44, -1.23], [4.81, -4.16, -1.66], [3.59, -4.30, -2.78], [2.70, -5.67, -2.63], [1.42, -5.28, -1.62], [0.82, -6.46, -0.98], [6.13, -5.83, -3.31], [7.48, -5.49, -2.03], [6.47, -7.12, -1.98], [4.30, -3.68, -0.69], [5.61, -3.35, -2.00], [4.07, -4.24, -3.87], [2.86, -3.36, -2.63], [2.28, -6.03, -3.69], [3.26, -6.59, -2.19], [1.84, -4.48, -0.84], [0.66, -4.69, -2.30], [-1.00, 1.51, 0.69], [-0.46, 0.74, -0.50], [-0.27, -0.64, -0.17], [-1.39, -1.40, -0.18], [-2.52, -1.02, -0.44], [-1.04, -2.66, 0.19], [-2.15, -3.55, 0.31], [-0.37, 1.36, 1.57], [-1.06, 2.58, 0.47], [-2.01, 1.17, 0.96], [0.52, 1.14, -0.77], [-1.10, 0.85, -1.38], [-2.76, -3.55, -0.60], [-2.76, -3.28, 1.18], [-1.76, -4.56, 0.46], [-0.96, 8.91, 1.46], [-0.13, 7.94, 2.28], [-0.08, 6.66, 1.65], [0.78, 6.54, 0.61], [1.51, 7.42, 0.18], [0.68, 5.29, 0.11], [1.48, 5.06, -1.05], [-1.95, 8.49, 1.26], [-1.08, 9.86, 1.99], [-0.50, 9.11, 0.49], [-0.60, 7.80, 3.26], [0.88, 8.33, 2.46], [2.53, 5.33, -0.87], [1.07, 5.62, -1.90], [1.44, 3.99, -1.29], [-4.38, 0.75, 2.82], [-4.00, -0.72, 2.86], [-3.52, -1.09, 4.15], [-4.47, -1.30, 5.10], [-5.68, -1.20, 4.94], [-3.85, -1.60, 6.26], [-4.74, -1.76, 7.37], [-3.54, 1.37, 3.17], [-4.65, 1.06, 1.81], [-5.22, 0.96, 3.49], [-3.19, -0.90, 2.15], [-4.84, -1.36, 2.56], [-5.53, -2.48, 7.14], [-5.16, -0.79, 7.65], [-4.16, -2.15, 8.22], [0.12, -8.23, 2.26], [-0.64, -8.50, 0.98], [-1.12, -9.85, 0.94], [-2.23, -10.10, 1.67], [-2.86, -9.29, 2.33], [-2.52, -11.42, 1.57], [-3.63, -11.84, 2.36], [0.91, -8.96, 2.40], [0.56, -7.23, 2.24], [-0.54, -8.29, 3.13], [0.03, -8.38, 0.12], [-1.47, -7.80, 0.83], [-4.51, -11.22, 2.16], [-3.36, -11.81, 3.42], [-3.87, -12.87, 2.10], [3.58, 1.03, -6.37], [2.49, 2.04, -6.69], [1.21, 1.40, -6.72], [0.64, 1.15, -5.52], [1.12, 1.43, -4.43], [-0.54, 0.52, -5.73], [-1.20, 0.12, -4.53], [3.54, 0.18, -7.06], [4.57, 1.49, -6.44], [3.46, 0.62, -5.36], [2.66, 2.46, -7.69], [2.49, 2.87, -5.98], [-1.32, 0.97, -3.84], [-0.65, -0.69, -4.05], [-2.20, -0.24, -4.79], [1.91, -0.81, 4.87], [1.93, 0.33, 3.87], [2.17, 1.59, 4.52], [3.45, 1.84, 4.86], [4.41, 1.11, 4.65], [3.49, 3.03, 5.50], [4.79, 3.38, 5.99], [1.19, -0.60, 5.67], [1.64, -1.75, 4.38], [2.89, -0.94, 5.34], [0.95, 0.41, 3.38], [2.67, 0.17, 3.08], [5.54, 3.33, 5.20], [5.06, 2.73, 6.83], [4.75, 4.41, 6.36], [-1.89, 9.53, -5.91], [-1.52, 8.06, -5.87], [-1.03, 7.69, -4.58], [-1.99, 7.48, -3.63], [-3.19, 7.58, -3.79], [-1.36, 7.18, -2.46], [-2.25, 7.02, -1.36], [-1.05, 10.15, -5.56], [-2.17, 9.84, -6.92], [-2.73, 9.74, -5.24], [-0.70, 7.88, -6.58], [-2.36, 7.42, -6.17], [-3.05, 6.30, -1.59], [-2.67, 7.99, -1.08], [-1.68, 6.63, -0.51]]}

{"formula": "C32H67BrN4O4S5Si3TeV", "method": "wB97M-V/def2-TZVPD", "e_tot_ev": -229259.4794, "lumo_ev": [3.7, 3.7], "de_lowest_kj_mol": 229.0, "s_squared": 0.7612, "largest_force_ev_per_a": 2.10, "charge": -2, "spin_multiplicity": 2, "elements": ["V", "N", "C", "C", "O", "N", "C", "C", "O", "O", "H", "H", "H", "H", "H", "H", "O", "C", "S", "C", "C", "S", "S", "S", "C", "C", "C", "C", "Si", "Br", "C", "C", "C", "C", "C", "C", "C", "C", "H", "H", "H", "H", "H", "H", "H", "H", "H", "H", "H", "H", "H", "H", "H", "H", "H", "H", "H", "H", "H", "H", "H", "H", "H", "H", "H", "C", "N", "C", "C", "S", "N", "C", "C", "H", "H", "H", "H", "H", "H", "H", "H", "H", "H", "H", "H", "C", "Si", "C", "C", "C", "Te", "C", "Si", "C", "C", "C", "H", "H", "H", "H", "H", "H", "H", "H", "H", "H", "H", "H", "H", "H", "H", "H", "H", "H", "H", "H", "H", "H"], "coordinates": [[0.80, 0.17, 0.10], [-1.11, 1.48, 3.33], [0.24, 1.07, 3.74], [1.39, 1.71, 2.94], [2.03, 2.63, 3.46], [1.63, 1.19, 1.73], [2.81, 1.72, 1.06], [2.70, 1.12, -0.34], [3.50, 0.22, -0.73], [1.78, 1.64, -1.02], [-1.31, 1.06, 2.43], [-1.11, 2.49, 3.18], [0.38, 1.37, 4.78], [0.31, -0.02, 3.66], [2.76, 2.82, 0.98], [3.73, 1.46, 1.58], [2.27, -3.00, -6.41], [1.86, -2.80, -5.29], [1.34, -1.24, -4.69], [0.88, -1.71, -3.05], [1.02, -3.04, -2.74], [0.49, -3.87, -1.34], [1.73, -4.03, -4.04], [0.19, -0.43, -2.12], [-3.61, 3.20, -4.32], [-2.55, 2.49, -3.47], [-1.24, 2.44, -4.29], [-2.96, 1.03, -3.27], [-2.28, 3.37, -1.76], [-1.43, 1.84, -0.24], [-1.00, 4.82, -1.80], [0.41, 4.30, -2.11], [-1.36, 5.88, -2.86], [-0.93, 5.52, -0.44], [-3.97, 3.83, -0.89], [-4.96, 2.66, -1.02], [-3.81, 4.08, 0.62], [-4.60, 5.09, -1.51], [-3.67, 2.72, -5.31], [-3.38, 4.26, -4.47], [-4.60, 3.13, -3.87], [-1.41, 1.84, -5.19], [-0.45, 1.95, -3.72], [-0.91, 3.43, -4.60], [-3.21, 0.59, -4.24], [-3.82, 0.91, -2.61], [-2.12, 0.46, -2.87], [0.51, 3.96, -3.14], [0.69, 3.46, -1.47], [1.14, 5.10, -1.94], [-1.39, 5.44, -3.86], [-0.61, 6.67, -2.86], [-2.34, 6.33, -2.66], [-0.70, 4.80, 0.36], [-1.86, 6.04, -0.20], [-0.13, 6.26, -0.45], [-4.54, 1.76, -0.58], [-5.23, 2.47, -2.05], [-5.88, 2.90, -0.47], [-3.41, 3.21, 1.12], [-4.79, 4.31, 1.05], [-3.15, 4.92, 0.83], [-4.71, 5.00, -2.59], [-3.99, 5.97, -1.29], [-5.60, 5.25, -1.08], [-3.20, -3.86, 2.44], [-2.71, -2.49, 2.45], [-2.02, -2.14, 3.67], [-2.22, -1.99, 1.25], [-0.72, -1.24, 1.24], [-3.09, -2.21, 0.20], [-4.39, -1.57, 0.32], [-2.56, -2.18, -1.15], [-2.42, -4.55, 2.78], [-3.48, -4.14, 1.42], [-4.06, -3.96, 3.09], [-2.68, -2.37, 4.51], [-1.79, -1.08, 3.68], [-1.09, -2.71, 3.79], [-4.77, -1.66, 1.33], [-5.08, -2.06, -0.37], [-4.32, -0.51, 0.06], [-1.66, -2.79, -1.21], [-2.30, -1.17, -1.46], [-3.31, -2.59, -1.82], [1.42, -4.75, 4.69], [1.94, -4.43, 2.87], [3.65, -5.26, 2.77], [0.68, -5.33, 1.80], [1.95, -2.59, 2.57], [2.60, -1.74, 0.64], [4.52, -1.34, 1.64], [5.93, -2.00, 0.56], [5.56, -3.65, -0.29], [6.49, -0.74, -0.74], [7.43, -2.33, 1.70], [1.51, -5.82, 4.92], [0.38, -4.46, 4.88], [2.05, -4.20, 5.38], [3.55, -6.33, 2.92], [4.32, -4.87, 3.53], [4.11, -5.09, 1.79], [0.32, -6.26, 2.25], [1.09, -5.55, 0.81], [-0.18, -4.68, 1.62], [2.54, -2.06, 3.32], [0.92, -2.25, 2.70], [4.48, -1.86, 2.59], [4.67, -0.28, 1.83], [4.51, -3.70, -0.57], [5.78, -4.50, 0.35], [6.16, -3.77, -1.20], [5.60, -0.29, -1.18], [7.07, -1.20, -1.53], [7.09, 0.06, -0.29], [7.20, -3.06, 2.47], [7.76, -1.41, 2.20], [8.27, -2.72, 1.12]]}

{"formula": "C32H67F5N4O11", "method": "wB97M-V/def2-TZVPD", "e_tot_ev": -76323.9636, "lumo_ev": -0.3, "largest_force_ev_per_a": 10.66, "charge": 0, "elements": ["C", "C", "O", "C", "O", "O", "C", "C", "C", "C", "F", "F", "C", "F", "F", "F", "H", "H", "H", "H", "H", "H", "H", "C", "O", "C", "C", "N", "C", "C", "O", "C", "H", "H", "H", "H", "H", "H", "H", "H", "H", "H", "H", "H", "H", "H", "H", "C", "O", "C", "C", "N", "C", "C", "O", "C", "H", "H", "H", "H", "H", "H", "H", "H", "H", "H", "H", "H", "H", "H", "H", "C", "O", "C", "C", "N", "C", "C", "O", "C", "H", "H", "H", "H", "H", "H", "H", "H", "H", "H", "H", "H", "H", "H", "H", "C", "O", "C", "C", "N", "C", "C", "O", "C", "H", "H", "H", "H", "H", "H", "H", "H", "H", "H", "H", "H", "H", "H", "H"], "coordinates": [[5.42, -4.24, -0.16], [4.51, -3.16, 0.01], [3.48, -2.09, -0.21], [2.29, -2.47, 0.56], [2.24, -3.61, 1.32], [1.11, -1.59, 0.56], [0.35, -1.98, -0.64], [-1.30, -1.84, -0.43], [-1.98, -3.13, -1.18], [-3.60, -3.29, -0.97], [-4.04, -4.46, -1.81], [-4.34, -2.10, -1.54], [-4.03, -3.60, 0.58], [-2.95, -4.38, 1.28], [-4.36, -2.39, 1.38], [-5.22, -4.52, 0.50], [6.09, -5.14, -0.58], [0.54, -3.14, -0.87], [0.68, -1.41, -1.62], [-1.49, -1.78, 0.72], [-1.61, -0.80, -0.92], [-1.48, -4.15, -0.80], [-1.78, -3.00, -2.35], [-0.01, -3.28, -8.29], [0.25, -4.65, -8.00], [1.64, -4.91, -7.74], [1.85, -5.28, -6.27], [1.66, -4.11, -5.40], [1.60, -4.45, -3.97], [0.42, -5.33, -3.50], [-0.85, -4.69, -3.60], [-1.47, -4.81, -4.87], [-1.05, -3.20, -8.62], [0.11, -2.66, -7.40], [0.64, -2.92, -9.09], [2.28, -4.08, -8.05], [1.91, -5.78, -8.36], [2.86, -5.66, -6.13], [1.14, -6.07, -6.02], [0.78, -3.65, -5.65], [1.54, -3.50, -3.43], [2.54, -4.92, -3.68], [0.57, -5.53, -2.43], [0.41, -6.31, -3.98], [-1.23, -5.74, -5.38], [-1.21, -3.95, -5.49], [-2.56, -4.77, -4.72], [3.14, 5.14, 0.75], [2.84, 4.79, 2.09], [1.71, 3.90, 2.20], [2.16, 2.51, 2.67], [2.92, 1.82, 1.62], [3.58, 0.60, 2.09], [4.69, 0.76, 3.15], [5.85, 1.44, 2.68], [5.78, 2.86, 2.76], [3.90, 5.93, 0.77], [3.55, 4.29, 0.21], [2.26, 5.53, 0.24], [1.14, 3.85, 1.27], [1.05, 4.33, 2.96], [1.28, 1.92, 2.93], [2.77, 2.65, 3.57], [3.63, 2.45, 1.25], [4.04, 0.13, 1.20], [2.83, -0.10, 2.46], [5.03, -0.25, 3.42], [4.32, 1.21, 4.08], [5.18, 3.20, 3.60], [5.39, 3.26, 1.82], [6.79, 3.24, 2.88], [-4.66, 4.66, -5.24], [-4.96, 4.30, -3.90], [-6.09, 3.42, -3.79], [-5.64, 2.03, -3.33], [-4.88, 1.33, -4.37], [-4.22, 0.11, -3.90], [-3.11, 0.27, -2.84], [-1.95, 0.96, -3.31], [-2.02, 2.37, -3.23], [-3.90, 5.44, -5.22], [-4.25, 3.80, -5.78], [-5.54, 5.05, -5.76], [-6.66, 3.37, -4.73], [-6.75, 3.85, -3.03], [-6.52, 1.43, -3.06], [-5.03, 2.16, -2.43], [-4.17, 1.96, -4.74], [-3.76, -0.35, -4.79], [-4.97, -0.59, -3.53], [-2.77, -0.73, -2.57], [-3.48, 0.72, -1.91], [-2.62, 2.72, -2.39], [-2.41, 2.78, -4.17], [-1.01, 2.76, -3.12], [-2.11, 2.03, 8.64], [-1.46, 3.21, 8.20], [-0.54, 3.74, 9.17], [0.91, 3.59, 8.68], [1.33, 2.18, 8.69], [2.60, 1.95, 8.00], [2.65, 2.23, 6.48], [1.85, 1.35, 5.70], [0.49, 1.74, 5.58], [-2.89, 1.78, 7.92], [-1.41, 1.19, 8.68], [-2.58, 2.18, 9.62], [-0.68, 3.29, 10.16], [-0.76, 4.81, 9.26], [1.57, 4.17, 9.33], [0.96, 4.01, 7.67], [0.61, 1.62, 8.23], [2.85, 0.89, 8.15], [3.39, 2.52, 8.50], [3.68, 2.06, 6.16], [2.43, 3.28, 6.24], [0.36, 2.82, 5.59], [-0.11, 1.28, 6.38], [0.11, 1.35, 4.63]]}